No. 1
The following is a quantum chemistry calculation of an isolated ion of composition COPS2 and charge -1 in a non-equilibrium geometry, from OMol25.

```
5
Properties=species:S:1:pos:R:3:forces:R:3
O 1.78116 0.94019 0.06059 -0.9146 0.3841 -0.3039
C 0.76777 0.30912 -0.10033 3.5245 0.1215 1.8856
S 0.50968 -1.44218 0.35190 0.6327 -0.5809 0.0306
P -0.76474 -0.07984 -0.72339 -2.0679 -0.7503 -2.4807
S -2.29386 0.27272 0.41124 -1.1747 0.8255 0.8684
```
Forces are in eV/Å.

Calculated values
Energy above the lowest of the compared OMol25 structures with the same formula, charge and spin (kJ/mol): 40.9
Highest occupied orbital energy (eV): -3.40
SMILES: O=C1SP1[S-]
Net charge: -1

=====

No. 2
The following is a quantum chemistry calculation of the molecule CS3 in a non-equilibrium geometry, from OMol25.

```
4
Properties=species:S:1:pos:R:3:forces:R:3
C -0.50365 -0.14478 0.00098 -0.4704 0.2178 -0.0100
S 0.99059 -0.77729 -0.00110 -0.8423 0.0982 0.0043
S -1.93671 0.45495 -0.00113 1.2273 -0.4914 0.0055
S 2.29070 0.70886 -0.00040 0.0855 0.1754 0.0002
```
Forces are in eV/Å.

Calculated values
Energy above the lowest of the compared OMol25 structures with the same formula, charge and spin (kJ/mol): 42.7
Highest occupied orbital energy (eV): -8.23
Net charge: 0

=====

No. 3
The following is a quantum chemistry calculation of Ca3H10NO8 as an isolated structure in a non-equilibrium geometry, from OMol25.

```
22
Properties=species:S:1:pos:R:3:forces:R:3
Ca 1.38251 1.09790 -3.64581 -0.0555 0.2664 0.2582
Ca -0.16870 -3.19536 0.51950 -0.0124 -0.0619 -0.5359
Ca -0.65715 2.08028 2.89512 0.2086 -0.0744 0.3748
N 0.61200 0.46847 -0.11330 -0.6708 -0.4321 0.2300
O 1.15776 0.90886 -1.15139 -0.5128 -0.4875 0.5882
O 0.35646 -0.78713 -0.01017 0.2476 1.2317 -0.0082
O 0.28727 1.24282 0.80733 0.5839 -0.7622 -0.8299
O 3.47013 -0.93141 -0.32657 -0.4666 -0.2645 0.0482
H 3.45263 -1.04918 0.63096 0.4974 0.0085 -0.0252
H 2.66343 -0.45699 -0.53432 0.2387 0.0730 0.0015
O -0.94704 0.67214 -3.21065 0.4536 -0.1952 -0.8031
H -1.50965 0.55531 -3.99971 -0.1275 0.1083 0.0696
H -1.56482 0.69972 -2.47337 -0.0105 0.2347 0.0504
O -2.49707 1.06107 1.53930 0.6958 0.8363 0.0313
H -2.76178 1.74189 0.89835 -0.5196 -0.0940 0.1635
H -2.59184 0.23286 1.06376 -0.2568 -0.1845 0.1760
O -1.75415 -2.65533 -1.17794 0.3634 0.2499 0.3382
H -1.55627 -2.64859 -2.12648 -0.0778 -0.3198 -0.0712
H -2.67847 -2.36764 -1.11752 -0.1812 -0.3973 0.0308
O 1.40504 1.24119 3.75654 -0.4352 -0.0823 -0.3358
H 2.09895 0.97407 3.13766 0.1713 0.1659 0.1599
H 1.80074 1.11506 4.63873 -0.1336 0.1812 0.0887
```
Forces are in eV/Å.

Calculated values
Energy above the lowest of the compared OMol25 structures with the same formula, charge and spin (kJ/mol): 4.0
Highest occupied orbital energy (eV): -25.37
Net charge: +5

=====

No. 4
The following is a quantum chemistry calculation of Ca4O12P3Zn as an isolated structure in a non-equilibrium geometry, from OMol25.

```
20
Properties=species:S:1:pos:R:3:forces:R:3
Ca 9.17147 16.42911 7.23779 -1.8112 -0.6807 1.0748
Ca 8.86643 11.82581 6.72747 -0.5554 1.2188 0.7705
Ca 12.83597 11.84180 5.74254 0.3057 -0.4776 -0.0677
Ca 11.32051 13.62879 10.35820 -0.9373 0.0579 -0.8608
Zn 12.83967 16.11202 6.12843 2.4842 0.7593 -1.2797
P 7.26952 14.61419 8.28981 -6.3714 -6.8354 4.4026
O 7.30210 14.27821 9.76664 3.7424 -1.7539 2.6939
O 8.41505 13.82030 7.50204 1.1014 1.3631 -1.5519
O 7.24669 16.06405 8.38299 3.6052 7.0100 -3.7905
O 5.85093 14.08022 8.10105 0.8189 -0.3438 -3.2129
P 11.48074 14.14083 6.74408 -2.3731 -3.6044 3.8798
O 11.06202 15.51943 6.31018 -3.0505 3.6799 -1.5325
O 11.38615 14.28064 8.28056 0.7694 -0.2817 0.0900
O 12.78159 14.09055 6.03563 3.9946 -0.9620 -0.6594
O 10.87114 12.76031 6.35029 -0.7520 0.6894 -0.4318
P 15.43116 17.27372 4.67869 4.9228 1.2913 -2.8118
O 14.57144 16.44167 5.60771 -3.5120 -0.0186 1.2410
O 16.78140 17.27835 5.47414 -0.2749 0.2714 -0.8764
O 15.34203 18.79423 4.37445 -1.1299 -2.7571 0.9968
O 15.83388 16.40488 3.43764 -0.9769 1.3738 1.9259
```
Forces are in eV/Å.

Calculated values
Energy above the lowest of the compared OMol25 structures with the same formula, charge and spin (kJ/mol): 167.2
Highest occupied orbital energy (eV): -8.30
Net charge: +1

=====

No. 5
The following is a quantum chemistry calculation of CaH14O7 as an isolated structure, from OMol25.

```
22
Properties=species:S:1:pos:R:3:forces:R:3
Ca -3.67311 4.59342 -12.70365 0.0353 -0.1045 0.2670
O -1.92618 4.24740 -10.95393 0.0141 0.2720 -0.4394
H -1.11251 3.80165 -11.18949 0.4257 -0.1731 -0.0116
H -1.81088 4.48734 -10.03450 -0.0254 0.0389 0.4168
O -4.63767 6.06194 -14.28123 -0.2369 -0.1839 0.3061
H -4.25761 6.64184 -14.94117 0.3319 0.1667 -0.3141
H -5.51189 6.41841 -14.12338 -0.4622 0.1168 -0.1113
O -2.85428 3.12246 -14.44457 0.0168 0.3606 0.3252
H -3.10429 2.59970 -15.20644 -0.3531 -0.2787 -0.3044
H -1.90022 3.05372 -14.40894 0.4238 -0.2145 -0.0645
O -1.87530 5.72000 -13.73128 0.1040 -0.2370 0.0431
H -1.50920 5.43594 -14.56885 0.0927 0.0131 -0.5016
H -1.13667 6.11529 -13.26823 0.2553 0.3871 0.2924
O -4.02923 2.61796 -11.45741 -0.2194 -0.0710 -0.1073
H -4.86893 2.45829 -11.02655 -0.4855 -0.0553 0.0632
H -3.48517 1.87132 -11.20692 0.3367 -0.2559 0.0173
O -3.64672 6.62860 -11.41695 -0.0029 -0.2708 0.0234
H -3.24756 6.77590 -10.55951 0.2765 0.0955 0.3283
H -4.21128 7.38956 -11.55276 -0.1936 0.3778 -0.1847
O -5.85606 4.67593 -11.63505 0.1860 -0.0197 -0.3314
H -5.90340 5.09907 -10.77775 -0.0145 0.1680 0.4559
H -6.70797 4.84927 -12.03560 -0.5053 -0.1320 -0.1683
```
Forces are in eV/Å.

Calculated values
Energy above the lowest of the compared OMol25 structures with the same formula, charge and spin (kJ/mol): 8.2
Highest occupied orbital energy (eV): -19.23
Net charge: +2

=====

No. 6
The following is a quantum chemistry calculation of CaI3O4P as an isolated structure in a non-equilibrium geometry, from OMol25.

```
9
Properties=species:S:1:pos:R:3:forces:R:3
Ca -9.16295 5.73569 8.21397 2.1041 -1.4737 0.0523
P -6.03899 3.14870 8.84823 -1.2328 -0.1386 -1.2613
O -6.13019 2.36106 10.26734 0.6906 0.4168 -1.7988
O -4.61434 3.73855 8.72215 0.3035 -0.7615 0.7922
O -6.97501 4.35980 9.10047 -1.5633 0.3887 0.0710
O -6.44671 2.39071 7.54444 0.6225 0.1625 2.4191
I -7.01909 7.58720 8.02133 0.5094 1.1565 0.0643
I -8.64635 4.53322 5.59509 -0.4833 -0.1412 -0.5437
I -11.44462 7.49212 8.03139 -0.9508 0.3905 0.2050
```
Forces are in eV/Å.

Calculated values
Energy above the lowest of the compared OMol25 structures with the same formula, charge and spin (kJ/mol): 0.0
Expectation value of S²: 0.77
Highest occupied orbital energy (alpha / beta) (eV): 1.93 / 2.15
Net charge: -3
Spin multiplicity: 2

=====

No. 7
The following is a quantum chemistry calculation of CdH42O21 as an isolated structure in a non-equilibrium geometry, from OMol25.

```
64
Properties=species:S:1:pos:R:3:forces:R:3
Cd -0.04131 0.00892 0.28002 -1.1296 -0.1390 -0.9383
O -0.59553 -3.37624 3.85485 -0.3240 0.1741 0.0967
H 0.29078 -3.01624 3.88805 0.2774 0.0861 0.0742
H -0.59280 -3.95042 3.08899 0.0844 -0.1404 -0.1939
O 1.57478 -0.18420 -0.95288 2.1994 -0.3355 -1.3900
H 2.47568 -0.30765 -0.65392 0.4940 -0.2367 0.5263
H 1.64454 -0.12109 -1.90545 -0.4713 0.2435 -0.6079
O 1.97626 3.23609 -2.43519 -0.1981 0.3135 0.3135
H 2.14306 2.45800 -2.96715 -0.0763 -0.3788 -0.1303
H 2.82601 3.45018 -2.05006 0.2144 0.2235 -0.0171
O 1.51658 0.60109 -3.49601 0.2236 0.0422 -0.0471
H 2.29781 0.25059 -3.92386 0.3241 -0.2619 -0.3695
H 1.01166 0.99769 -4.20594 -0.4055 0.1016 -0.2495
O 1.26949 0.30075 1.84882 1.9413 0.1409 1.5094
H 2.06984 0.80542 1.70395 0.5833 0.5364 -0.2224
H 1.17830 0.26350 2.80094 -0.5828 -0.2164 0.8074
O -1.65774 -4.23782 0.92689 0.0529 0.1714 -0.1319
H -2.08363 -4.89439 1.47804 -0.2067 -0.1794 0.2971
H -1.67503 -4.61506 0.04733 -0.0217 -0.2384 -0.2241
O -3.92898 0.11774 -3.10276 0.1414 0.1625 0.1908
H -4.26296 0.26898 -3.98697 -0.2663 0.2482 -0.2233
H -3.34903 -0.63860 -3.19139 -0.0905 -0.2652 0.1979
O 0.16664 0.24015 4.38712 0.1601 0.1531 -0.1261
H 0.33044 0.58524 5.26479 0.1985 0.0613 0.3038
H -0.72680 -0.10110 4.42630 -0.2780 -0.2835 -0.1066
O 0.12388 2.10538 -0.00498 0.1429 1.1855 -0.3071
H 0.05150 2.37247 -0.92130 -0.2191 0.1967 -0.3849
H 0.37599 2.90399 0.45858 0.4209 0.4634 0.4858
O 4.23367 -1.01485 -0.17198 -0.0555 0.3929 -0.0953
H 4.90684 -0.48342 -0.59701 0.2659 0.1523 -0.1787
H 4.72363 -1.66157 0.33587 0.3461 -0.2090 0.3665
O 1.41402 4.49808 0.71885 -0.1786 -0.1088 0.0437
H 2.29530 4.57536 1.08435 0.0942 0.0684 0.2379
H 1.45558 4.97417 -0.11051 -0.1002 0.2732 -0.3104
O 0.53415 -3.14630 -2.41714 0.6931 -0.0673 0.2723
H 0.11920 -3.99093 -2.24211 0.0109 -0.3057 -0.0943
H -0.15520 -2.61943 -2.82141 -0.3174 0.1278 -0.0419
O -1.54036 -0.03935 -1.31785 -0.3742 -0.0031 -0.6627
H -1.46024 -0.53899 -2.13036 -0.0154 -0.3853 -0.0549
H -2.29912 0.52705 -1.45826 -0.3489 0.4740 -0.0235
O -1.84352 2.99805 -1.67907 0.0994 -0.1503 -0.2435
H -2.64264 3.15463 -1.17596 -0.2651 0.0457 0.1626
H -1.58416 3.86422 -1.99327 -0.0099 0.3040 -0.2479
O -1.53300 0.36793 1.59595 -1.7603 0.1944 1.7855
H -1.57003 1.13052 2.17329 0.0893 0.9437 0.3254
H -2.35355 -0.09700 1.75956 -0.8704 -0.3044 -0.1626
O -1.80699 2.82342 2.97693 0.0883 -0.2749 -0.0832
H -1.36742 3.10067 3.78076 0.1668 0.0012 0.2755
H -2.23380 3.61587 2.65122 -0.1960 0.1786 -0.1695
O -0.04805 -2.04364 0.55904 -0.7005 -1.5844 0.2704
H -0.69118 -2.74388 0.66987 -0.6625 -0.2174 0.3360
H 0.79724 -2.49274 0.55400 1.2257 -0.2052 0.0291
O 3.42199 2.17039 1.28553 -0.0576 -0.2357 -0.0015
H 3.77615 2.89217 1.80499 0.2295 0.0468 0.3688
H 3.51776 2.45845 0.37775 -0.0961 -0.0033 -0.2888
O 2.39191 -2.98281 0.06411 -0.2560 -0.5245 0.5333
H 1.96643 -3.06676 -0.78921 -0.1114 -0.1405 -0.7448
H 3.03431 -2.28339 -0.05580 -0.0201 0.1251 -0.1762
O -4.07272 -0.64869 1.73798 0.2883 -0.1223 -0.0525
H -4.97680 -0.34748 1.82828 -0.2528 0.2538 -0.0137
H -4.04445 -1.47241 2.22473 -0.0564 -0.3643 0.1667
O -2.01998 -2.15273 -3.04190 0.1145 0.2943 -0.2432
H -2.18049 -1.93144 -3.95924 0.0947 -0.1868 -0.6264
H -2.57362 -2.91635 -2.87882 -0.2900 -0.3116 0.2091
```
Forces are in eV/Å.

Calculated values
Highest occupied orbital energy (eV): -15.57
Net charge: +2

=====

No. 8
The following is a quantum chemistry calculation of Cl2F3O8Sr3 as an isolated structure in a non-equilibrium geometry, from OMol25.

```
16
Properties=species:S:1:pos:R:3:forces:R:3
Sr 22.68804 -18.01857 -3.78779 -1.9540 0.7587 -1.0354
Sr 26.85856 -13.83341 -5.50297 -1.5267 0.5208 1.8410
Sr 20.78557 -14.00848 -7.12801 0.1313 -0.7189 3.7627
F 20.27459 -17.43823 -4.92929 1.6948 -0.4445 0.4492
F 26.23735 -12.34697 -3.56969 1.0932 -1.4290 -2.1699
F 20.35868 -13.67672 -4.48125 0.2846 0.1811 -2.8881
Cl 26.23202 -17.11225 -8.86154 -0.1163 -3.5421 1.2941
O 26.72122 -16.33343 -7.75320 0.4409 3.3400 0.9048
O 24.80722 -17.26834 -8.71010 -0.2839 0.9698 -0.5580
O 26.64524 -16.72379 -10.14530 -0.3338 2.6534 -1.5534
O 26.86553 -18.35266 -8.65877 0.4475 -2.5679 0.4838
Cl 23.67315 -14.92525 -5.59915 -3.0073 -0.6035 2.8201
O 22.44864 -15.61468 -5.24790 -0.5212 0.3606 0.0117
O 24.13984 -14.14459 -4.44560 -0.2529 0.7573 -2.4496
O 24.63033 -15.90910 -5.80909 3.2396 -1.4782 -1.3621
O 23.33441 -14.23981 -6.86793 0.6641 1.2424 0.4490
```
Forces are in eV/Å.

Calculated values
Expectation value of S²: 0.75
Highest occupied orbital energy (alpha / beta) (eV): -5.04 / -8.95
Net charge: 0
Spin multiplicity: 2

=====

No. 9
The following is a quantum chemistry calculation of a 2-piece molecular cluster, Cl2H2NOP overall in a non-equilibrium geometry, from OMol25.

```
7
Properties=species:S:1:pos:R:3:forces:R:3
N 0.11274 -0.21812 2.59740 -0.0905 0.5428 0.4657
O 0.00714 1.90922 -1.73176 -0.0164 0.6571 0.1845
P -0.19755 0.52212 -1.32104 0.1090 -0.0989 -0.3206
Cl 1.49227 -0.56440 -1.59912 0.0271 -0.2686 0.1241
Cl -1.59079 -0.37846 -2.47348 -0.1402 -0.2783 0.0432
H 0.70954 -0.25730 1.75106 -0.7582 -0.8249 0.4344
H -0.53335 -1.01307 2.77693 0.8692 0.2708 -0.9313
```
Forces are in eV/Å.

Calculated values
Energy above the lowest of the compared OMol25 structures with the same formula, charge and spin (kJ/mol): 332.4
Highest occupied orbital energy (alpha / beta) (eV): -10.19 / -11.55
Net charge: 0

=====

No. 10
The following is a quantum chemistry calculation of a 2-piece molecular cluster, Cl2H2NP overall in a non-equilibrium geometry, from OMol25.

```
6
Properties=species:S:1:pos:R:3:forces:R:3
H -1.02622 -1.94280 -1.00780 -0.4936 -0.4485 -1.0195
P -0.14165 -1.62287 0.00971 0.4398 -0.8767 0.5572
N -0.59291 -0.17327 0.30253 -0.0159 1.2283 0.5956
Cl -1.67285 0.71915 -0.62609 -0.3014 -0.0788 -0.1017
Cl 2.09089 1.17252 0.27726 0.6940 0.0328 -0.2685
H 1.34275 1.84726 1.04438 -0.3228 0.1430 0.2369
```
Forces are in eV/Å.

Calculated values
Energy above the lowest of the compared OMol25 structures with the same formula, charge and spin (kJ/mol): 360.0
Highest occupied orbital energy (eV): -9.91
SMILES: [H]/P=N\Cl.Cl
Net charge: 0

=====

The E results, record by record, are as follows: -1251.1441 -1232.5986 -2693.3945 -6416.6754 -1212.3108 -2213.1747 -1772.5153 -1913.4844 -1392.8790 -1317.6082 a.u..